one | # C5H10O

A 3-piece molecular cluster, C5H10O overall (ωB97M-V/def2-TZVPD, the Open Molecules 2025 dataset).

Bonds (Å) are listed after each position.
Element x y z (Å)
1 C 0.152 2.566 0.796  O2 1.339, H8 1.092, H9 1.091
2 O -0.048 1.587 -0.095  C1 1.339, C3 1.320
3 C 0.017 0.334 0.314  O2 1.320, C4 1.484, H10 1.093
4 C -0.394 -0.674 -0.695  C3 1.484, C5 1.503, C6 1.520, H12 1.087
5 C -0.282 -2.130 -0.343  C4 1.503, C6 1.497, H13 1.085, H14 1.087
6 C 0.611 -1.567 -1.403  C4 1.520, C5 1.497, H15 1.087, H16 1.088
7 H -0.855 1.745 1.853  no bonds
8 H 1.044 2.469 1.419  C1 1.092
9 H -0.006 3.541 0.331  C1 1.091
10 H 0.836 0.086 0.994  C3 1.093
11 H -0.965 0.849 1.747  no bonds
12 H -1.254 -0.373 -1.289  C4 1.087
13 H -1.096 -2.788 -0.634  C5 1.085
14 H 0.166 -2.371 0.618  C5 1.087
15 H 1.667 -1.443 -1.177  C6 1.087
16 H 0.407 -1.832 -2.439  C6 1.088

Results
Multiplicity = 1
HOMO level = -7.87 eV
Orbital gap = 8.752 eV
LUMO = 0.88 eV

Per-atom Mulliken charges, elementary charge units: C -0.550; O -0.220; C -0.543; C 0.125; C -0.604; C -0.566; H 0.087; H 0.281; H 0.223; H 0.337; H 0.118; H 0.334; H 0.251; H 0.239; H 0.246; H 0.244

two | # C5H10O

A 2-piece molecular cluster, C5H10O overall (ωB97M-V/def2-TZVPD, the Open Molecules 2025 dataset).

Bonds (Å) are listed after each position.
Element x y z (Å)
1 C 2.565 1.204 -2.052  C2 1.628, H4 1.042, H5 1.144, H6 1.117
2 C 2.074 0.840 -0.543  C1 1.628, C3 1.330, H7 1.118
3 C 2.211 1.598 0.541  C2 1.330, H8 1.026, H9 1.181
4 H 1.984 1.914 -2.546  C1 1.042
5 H 2.338 0.313 -2.732  C1 1.144
6 H 3.628 1.545 -2.084  C1 1.117
7 H 1.236 0.106 -0.441  C2 1.118
8 H 1.471 1.518 1.247  C3 1.026
9 H 2.975 2.485 0.706  C3 1.181
10 C -1.895 -2.382 0.472  C11 1.398, H13 1.020, H14 1.104
11 C -2.792 -1.325 0.652  C10 1.398, O12 1.433, H15 1.151
12 O -2.271 -0.073 1.116  C11 1.433, H16 0.962
13 H -2.117 -2.979 -0.324  C10 1.020
14 H -1.010 -2.564 1.107  C10 1.104
15 H -3.521 -1.115 -0.214  C11 1.151
16 H -1.793 -0.253 1.931  O12 0.962

Results
Multiplicity = 1
HOMO level = -9.12 eV
Orbital gap = 9.875 eV
LUMO = 0.76 eV
SMILES string = C=CC.C=CO

Per-atom Mulliken charges, elementary charge units: C -0.868; C -0.033; C -0.584; H 0.276; H 0.249; H 0.277; H 0.203; H 0.284; H 0.199; C -0.599; C -0.014; O -0.439; H 0.270; H 0.227; H 0.248; H 0.304

The least stable of them is one.